--- i ---
{
  "formula": "C3H11O2S",
  "method": "ωB97M-V/def2-TZVPD",
  "elements": ["C", "C", "C", "S", "H", "H", "H", "H", "H", "H", "H", "H", "H", "O", "H", "H", "O"],
  "xyz": [[-0.8800, 1.2440, 0.5834], [-0.3465, 0.0360, -0.2066], [-0.8865, -1.3374, 0.0646], [-0.4622, -2.4590, -1.3343], [-0.1320, 2.0346, 0.6143], [-1.2312, 1.2206, 1.6026], [-1.6039, 1.7350, -0.2431], [-0.5844, 0.1069, -1.2863], [0.7292, 0.1023, -0.1814], [-1.9665, -1.3561, 0.1630], [-0.4279, -1.8222, 0.9114], [0.5890, 0.8667, -2.9621], [1.2395, 0.9610, -1.5898], [1.1288, 1.4711, -2.4210], [1.9554, -1.3435, 1.5111], [1.1062, -0.3872, 2.3512], [1.7729, -1.0727, 2.4230]],
  "spin_multiplicity": 1,
  "homo_energy_ev": -2.657,
  "total_charge": -1
}

***

--- ii ---
{
  "formula": "C3H11O2S",
  "method": "ωB97M-V/def2-TZVPD",
  "elements": ["C", "C", "C", "S", "H", "H", "H", "H", "H", "H", "H", "H", "H", "O", "H", "H", "O"],
  "xyz": [[0.0411, 1.5758, 0.4411], [1.2142, 1.5199, 1.3757], [2.3400, 0.5234, 0.6821], [1.7092, -1.1703, 0.4953], [0.3368, 2.0359, -0.6197], [-0.8652, 2.1815, 0.7623], [-0.2917, 0.5043, 0.2581], [1.7686, 2.5052, 1.4126], [1.1685, 1.0990, 2.4132], [3.1521, 0.5060, 1.3618], [2.7944, 0.9650, -0.2712], [-3.8608, -1.0678, -2.5007], [-3.0285, -2.0673, -1.6869], [-3.8368, -2.0627, -2.1861], [-0.3645, -1.7186, -0.5178], [-1.1067, -3.1229, -0.5395], [-1.1708, -2.2066, -0.8804]],
  "spin_multiplicity": 1,
  "homo_energy_ev": -2.901,
  "total_charge": -1
}

***

It is i that is the least stable of them.

***

--- i ---
{
  "formula": "C2HBrN2S",
  "method": "ωB97M-V/def2-TZVPD",
  "elements": ["C", "C", "N", "N", "S", "Br", "H"],
  "xyz": [[0.1957, -0.3134, -0.6782], [3.9914, -0.2065, 0.6017], [0.3094, 0.1942, 0.3005], [3.7440, -1.2826, 0.1509], [3.4740, -2.7938, -0.1647], [4.4401, 1.4031, -0.1103], [-0.0432, -0.8309, -1.6343]],
  "spin_multiplicity": 1,
  "homo_energy_ev": -8.820,
  "smiles": "[S-][N+]#CBr.C#N"
}

***

--- ii ---
{
  "formula": "C2HBrN2S",
  "method": "ωB97M-V/def2-TZVPD",
  "elements": ["C", "C", "N", "N", "S", "Br", "H"],
  "xyz": [[1.4593, 0.2905, -0.6975], [-0.8739, -0.4411, -0.0359], [1.7131, 0.4772, 0.4228], [-1.3181, 0.2412, 0.8780], [-1.1077, 1.1765, 2.0929], [-1.2902, -1.9364, -0.9569], [1.4175, 0.1921, -1.7034]],
  "spin_multiplicity": 1,
  "homo_energy_ev": [-8.532, -8.531],
  "smiles": "[S-][N+]#CBr.C#N"
}

***

It is ii that is the least stable of them.

***

--- i ---
{
  "formula": "C3H7IN",
  "method": "ωB97M-V/def2-TZVPD",
  "elements": ["C", "C", "C", "N", "I", "H", "H", "H", "H", "H", "H", "H"],
  "xyz": [[-0.2676, -1.9077, -0.8197], [1.2176, -1.5448, -0.9426], [0.3839, -1.1240, 0.1724], [-0.7725, 2.8021, 1.1469], [-0.0962, 0.3127, 1.4644], [-0.9367, -1.4170, -1.4362], [-0.5728, -2.9857, -0.6656], [1.8054, -2.4107, -0.5220], [1.6689, -0.9222, -1.7757], [-0.7153, 2.7604, 0.1348], [-0.0061, 3.2793, 1.7271], [-1.7087, 3.1575, 1.5161]],
  "spin_multiplicity": 1,
  "homo_energy_ev": -13.864,
  "total_charge": 1
}

***

--- ii ---
{
  "formula": "C3H7IN",
  "method": "ωB97M-V/def2-TZVPD",
  "elements": ["C", "C", "C", "N", "I", "H", "H", "H", "H", "H", "H", "H"],
  "xyz": [[0.1142, -1.3396, -0.1208], [-0.7687, -0.5274, 0.6697], [1.1066, 1.0830, -0.0417], [0.0901, 0.1042, -0.3148], [-3.7380, 0.0718, -0.0073], [0.9837, -1.7999, 0.4700], [-0.1843, -2.0703, -1.0250], [-0.9988, -0.1211, 1.6491], [1.7730, 1.2012, -0.9025], [0.6499, 2.1119, -0.0943], [1.3842, 0.8143, 0.9899], [-0.4119, 0.4718, -1.2724]],
  "spin_multiplicity": 1,
  "homo_energy_ev": [-13.516, -13.515],
  "total_charge": 1
}

***

It is ii that is the least stable of them.

***

--- i ---
{
  "formula": "C2H8NO3PS",
  "method": "ωB97M-V/def2-TZVPD",
  "elements": ["C", "C", "N", "O", "O", "O", "P", "S", "H", "H", "H", "H", "H", "H", "H", "H"],
  "xyz": [[2.0154, -0.3058, -1.1414], [-1.4165, 1.7593, -0.3769], [-0.3284, -2.0446, 1.2586], [0.9917, 1.2456, 1.6778], [-2.8466, -0.2663, 0.1479], [1.1806, -1.2068, -0.3791], [0.0857, -0.6524, 0.5361], [-1.6762, 0.0949, -0.7091], [1.4153, 0.2550, -1.9236], [2.7775, -0.9664, -1.7020], [2.5049, 0.3485, -0.3297], [-0.5302, 1.6132, 0.2938], [-2.1510, 2.2566, 0.2716], [-1.3992, 2.3563, -1.2077], [0.4395, -2.5241, 1.6060], [-1.0627, -1.9629, 1.9777]],
  "spin_multiplicity": 1,
  "homo_energy_ev": [-8.853, -8.414]
}

***

--- ii ---
{
  "formula": "C2H8NO3PS",
  "method": "ωB97M-V/def2-TZVPD",
  "elements": ["C", "C", "N", "O", "O", "O", "P", "S", "H", "H", "H", "H", "H", "H", "H", "H"],
  "xyz": [[2.3963, -0.0468, -0.3934], [1.2867, 0.0463, 0.3733], [3.2533, 0.9474, -0.6486], [-1.5175, -0.8143, -1.0429], [0.4091, -0.8338, 0.8678], [-2.7351, -1.1480, 1.1422], [-1.8661, -0.0461, 0.3493], [-3.7830, 1.0495, 0.0130], [-2.2743, -1.3055, -1.3075], [2.8093, -1.0431, -0.6816], [1.0162, 1.0376, 0.6970], [3.1055, 1.8501, -0.3131], [-3.2594, 1.9099, -0.7858], [4.3171, 0.7454, -0.3781], [0.1369, -1.5683, 0.2335], [-3.2950, -0.7803, 1.8750]],
  "spin_multiplicity": 1,
  "homo_energy_ev": -7.690,
  "smiles": "N/C=C/O.OP(O)S"
}

***

It is i that is the least stable of them.

***

--- i ---
{
  "formula": "C6H9N3O2",
  "method": "ωB97M-V/def2-TZVPD",
  "elements": ["C", "C", "C", "C", "C", "C", "N", "N", "N", "O", "O", "H", "H", "H", "H", "H", "H", "H", "H", "H"],
  "xyz": [[0.4263, 0.1149, 2.8446], [-0.4515, -0.1442, 1.8674], [1.4561, 0.6399, 1.1083], [0.7848, -0.9444, -1.6306], [-1.6519, -0.4133, -0.7668], [-0.2911, 0.0727, -0.5900], [1.5820, 0.5407, 2.3782], [0.2565, 0.1021, 0.6849], [-0.1072, 1.3458, -1.2525], [-1.0315, 1.7542, -1.9444], [1.0347, 1.7683, -1.1522], [0.2438, 0.1564, 3.9513], [-1.2837, -0.9134, 1.9523], [2.2871, 0.9942, 0.4821], [0.2801, -0.8670, -2.5262], [0.7032, -2.0466, -1.3381], [1.7416, -0.5957, -1.4985], [-1.7735, -0.4366, -1.7800], [-1.7706, -1.3943, -0.4249], [-2.4353, 0.2663, -0.3648]],
  "spin_multiplicity": 1,
  "homo_energy_ev": -9.136,
  "smiles": "CC(C)(n1ccnc1)[N+](=O)[O-]"
}

***

--- ii ---
{
  "formula": "C6H9N3O2",
  "method": "ωB97M-V/def2-TZVPD",
  "elements": ["C", "C", "C", "C", "C", "C", "H", "H", "H", "H", "H", "H", "H", "H", "H", "N", "N", "N", "O", "O"],
  "xyz": [[-1.5095, -0.6101, -0.9731], [-1.8992, 0.2786, 0.1550], [-0.1150, -1.2658, -0.5432], [0.8817, -0.3653, 0.2049], [1.8477, 0.4448, -0.2685], [1.8679, 0.5074, 1.9894], [-0.6895, 0.6747, -2.1485], [-2.1794, 0.8881, -2.2195], [-2.3557, -1.3939, -0.9415], [-0.3434, -2.1698, 0.0107], [0.3451, -1.5185, -1.4828], [2.1032, 0.5582, -1.3445], [2.1677, 0.8517, 2.9605], [3.2437, 1.5498, 1.1325], [-0.9189, -0.2996, 1.5840], [-1.5378, 0.1373, -2.2351], [0.9131, -0.2888, 1.5970], [2.3893, 1.0571, 0.9223], [-2.3623, 1.3818, 0.2303], [-1.8485, -0.4177, 1.3702]],
  "spin_multiplicity": 1,
  "homo_energy_ev": -9.694,
  "smiles": "N[C@@H](Cc1c[nH]cn1)C(=O)O"
}

***

--- iii ---
{
  "formula": "C6H9N3O2",
  "method": "ωB97M-V/def2-TZVPD",
  "elements": ["C", "C", "C", "C", "C", "C", "N", "N", "N", "O", "O", "H", "H", "H", "H", "H", "H", "H", "H", "H"],
  "xyz": [[-2.2688, 0.6832, 0.0289], [2.6621, -0.8277, -0.2027], [2.3436, 0.6284, -0.3247], [0.6876, -0.0349, 1.5791], [1.3474, -0.2959, 0.3070], [-0.0501, -0.3473, 0.2843], [-0.8780, -2.2065, 0.2506], [-3.0790, 1.2401, -0.9171], [-1.0536, 0.3280, -0.4515], [-2.5988, 0.6821, 1.2187], [-1.8253, -2.1750, -0.3700], [2.7595, -1.5427, -1.0649], [3.5123, -1.2158, 0.4546], [2.8696, 1.2998, 0.3395], [2.1297, 1.0006, -1.2528], [0.6315, -0.7630, 2.3582], [0.4970, 1.0151, 1.6747], [-2.7740, 1.1999, -1.8727], [-4.1192, 1.1217, -0.6862], [-0.7935, 0.2100, -1.3531]],
  "spin_multiplicity": 1,
  "homo_energy_ev": -7.551
}

***

It is iii that is the least stable of them.

***

--- i ---
{
  "formula": "C7H12N2",
  "method": "ωB97M-V/def2-TZVPD",
  "elements": ["C", "C", "C", "C", "C", "C", "C", "H", "H", "H", "H", "H", "H", "H", "H", "H", "H", "H", "H", "N", "N"],
  "xyz": [[2.9532, -0.5186, 0.2611], [1.5157, -0.1543, -0.2535], [1.1305, 1.1983, -0.1619], [-0.2671, 1.4593, -0.4285], [-1.0910, 0.5201, 0.4198], [-1.1173, -0.7550, -0.2876], [0.4003, -1.2792, -0.1331], [2.8590, -0.9189, 1.4641], [3.4158, 0.4730, 0.3345], [3.4180, -1.3690, -0.3534], [1.9158, 1.8944, -0.1118], [-0.5872, 1.2320, -1.4607], [-1.3810, 2.6071, 0.9503], [-0.7856, 0.2123, 1.4710], [-1.2646, -0.5871, -1.3379], [-2.1943, -2.6226, -0.3574], [-2.8303, -1.1184, 0.2253], [0.4200, -2.0773, -0.8914], [0.5894, -1.9314, 0.7752], [-1.4727, 1.9419, 0.1873], [-2.0588, -1.7442, 0.2120]],
  "spin_multiplicity": 1,
  "homo_energy_ev": -8.198,
  "smiles": "CC1=C[C@@H]2N[C@H]2[C@H](N)C1"
}

***

--- ii ---
{
  "formula": "C7H12N2",
  "method": "ωB97M-V/def2-TZVPD",
  "elements": ["C", "C", "C", "C", "N", "N", "C", "C", "C", "H", "H", "H", "H", "H", "H", "H", "H", "H", "H", "H", "H"],
  "xyz": [[2.3022, -0.3761, 0.6779], [-1.8862, -0.5179, -0.3102], [-0.0095, 1.0005, 0.3586], [1.1986, 0.0122, -0.2634], [-2.2110, 0.3374, -1.2269], [-2.7119, -1.5739, 0.0780], [-0.6924, -0.3290, 0.4813], [0.4889, 1.9961, 1.2256], [1.2977, -0.0698, -1.5867], [-0.6064, 1.4682, -0.4438], [-3.1611, 0.1992, -1.5670], [-2.3246, -2.2662, 0.6998], [-3.3016, -1.9595, -0.6427], [-0.3431, -1.1382, 1.1125], [1.9024, -0.7392, 1.6272], [2.9290, -1.1542, 0.2423], [2.9443, 0.4772, 0.9071], [1.4285, 1.8939, 1.7467], [0.0877, 2.9986, 1.1690], [0.4725, 0.1954, -2.2337], [2.1959, -0.4547, -2.0517]],
  "spin_multiplicity": 1,
  "homo_energy_ev": [-7.721, -6.885]
}

***

It is i that is the least stable of them.